{"formula": "C11H14N2O", "method": "ωB97M-V with the def2-TZVPD basis set", "lumo_ha": 0.031, "homo_ha": -0.2822, "smiles": "Cc1c[nH]c2ccccc12.CC(N)=O", "mol_weight_g_mol": 190.25, "total_charge": 0, "energy_ha": -612.32972, "multiplicity": 1, "species": ["C", "C", "C", "N", "C", "C", "C", "C", "C", "C", "H", "H", "H", "H", "H", "H", "H", "H", "H", "C", "C", "N", "O", "H", "H", "H", "H", "H"], "coordinates": [[-0.8881, 2.2230, -1.3765], [-0.0955, 0.9478, -1.3689], [-0.4190, -0.2407, -1.9268], [0.5663, -1.1621, -1.6491], [1.5127, -0.5931, -0.8326], [2.7373, -1.0390, -0.3814], [3.4650, -0.2130, 0.4665], [3.0447, 1.0838, 0.7238], [1.9348, 1.6202, 0.0792], [1.1300, 0.7601, -0.6526], [-0.4438, 2.9678, -2.0401], [-0.8659, 2.6585, -0.3833], [-1.9332, 2.0301, -1.6137], [-1.1627, -0.4890, -2.6710], [0.4215, -2.1578, -1.6486], [3.1350, -2.0209, -0.6088], [4.3466, -0.6310, 0.9358], [3.6311, 1.6856, 1.3866], [1.6516, 2.6463, 0.2879], [-2.0492, -0.1012, 1.2839], [-2.1550, -1.5819, 1.3034], [-3.1423, -2.1671, 2.0574], [-1.3422, -2.3107, 0.7487], [-2.0031, 0.0547, 0.2275], [-1.0956, 0.3426, 1.5375], [-2.7551, 0.4920, 1.8622], [-3.2731, -3.1477, 1.8882], [-3.9525, -1.6574, 2.3644]], "nbo_charge": [-0.63, -0.09, -0.03, -0.54, 0.21, -0.26, -0.22, -0.24, -0.20, -0.12, 0.22, 0.21, 0.22, 0.21, 0.42, 0.21, 0.21, 0.21, 0.21, -0.75, 0.68, -0.82, -0.63, 0.26, 0.26, 0.22, 0.40, 0.39]}